Record 1
Formula: C33H55BrCl2IN3O4SSbSi3Ti
Source: the Open Molecules 2025 dataset
Level of theory: wB97M-V/def2-TZVPD

Each line ends with the Mulliken charge.
CARTESIAN COORDINATES (ANGSTROEM)
I  -3.2355  -2.4973  1.2209  0.356
Sb  1.2177  1.3988  -0.3809  -0.837
Br  -0.0550  -0.5145  -3.2281  0.155
Ti  -0.7141  -0.6411  0.2543  0.852
Cl  -0.3366  -3.3827  3.8544  -0.068
Cl  0.4067  -1.0349  5.4728  -0.115
S  -1.7528  1.2058  2.9263  0.635
Si  3.5165  0.5152  -1.3239  0.649
Si  2.1442  2.8170  1.6491  0.578
Si  0.3854  3.3280  -1.9513  0.502
O  0.5931  -1.5415  1.0454  -0.094
O  -1.5043  0.4304  1.5827  -0.664
O  0.8998  -6.0984  -1.6306  -0.531
O  -4.7978  1.0970  -4.2350  -0.503
N  -2.0199  0.0595  -1.3741  1.350
N  3.5363  -3.6065  1.3007  -0.483
N  -0.9241  -2.5145  -0.8607  1.584
C  -2.2905  2.8308  2.3785  0.491
C  -4.2569  0.7741  -1.9093  -0.712
C  1.4995  -2.5288  0.8045  0.722
C  -3.3532  -3.5860  -3.4920  -1.072
C  0.9428  4.1738  2.1170  -1.159
C  -2.1462  -2.8667  -1.5415  -0.908
C  2.2441  -4.3707  -0.5650  1.520
C  1.5266  4.7610  -1.6292  -1.054
C  3.7339  3.5779  1.0503  -1.087
C  4.5237  -0.0111  0.1487  -0.710
C  0.0103  -3.3990  -0.9651  -1.520
C  1.2797  -3.3939  -0.2690  0.252
C  -4.5332  -3.6094  -2.7632  -0.765
C  3.3669  -4.3974  0.2461  -1.219
C  -2.6613  0.4023  -3.6648  -0.666
C  -3.3326  -2.9053  -0.8216  0.415
C  -4.5268  -3.2755  -1.4150  -0.599
C  4.2192  1.9738  -2.2383  -1.084
C  2.6239  -2.6983  1.6205  -0.464
C  0.4468  2.8723  -3.7555  -1.001
C  2.4221  1.7066  3.1107  -0.665
C  2.8510  -1.9179  2.8701  -0.607
C  -1.7604  0.0528  -2.6935  -0.257
C  -3.2776  0.4145  -1.0222  -1.095
C  -3.6028  2.9402  1.6273  -1.492
C  -3.1258  -0.7028  4.3980  -1.072
C  -1.3640  3.7155  -1.4195  -0.459
C  2.1006  -5.3454  -1.7146  -1.089
C  -2.1606  -3.2189  -2.8851  0.074
C  -3.3079  0.5378  3.5412  -0.567
C  -3.9513  0.7756  -3.2754  0.196
C  3.3140  -0.9381  -2.4757  -0.941
C  0.1182  -2.7851  5.4655  -0.607
H  2.7224  -2.5828  3.7253  0.263
H  -2.2922  3.4064  3.3102  0.749
H  -3.7666  3.9927  1.3952  0.465
H  4.5877  0.7392  0.9352  0.196
H  -1.7628  4.5089  -2.0577  0.538
H  0.3577  4.5849  1.2940  0.316
H  1.1814  5.5980  -2.2440  0.481
H  1.5262  5.0978  -0.5932  0.259
H  -2.6395  -0.4576  5.3397  0.405
H  -2.5256  -1.4642  3.9008  -0.013
H  -0.3984  2.2622  -4.0723  0.250
H  -3.4923  0.3892  0.0369  0.625
H  -2.0239  2.8500  -1.5131  -0.186
H  4.3179  -1.3350  -2.6572  0.431
H  -1.4460  3.1861  1.7893  -0.924
H  -3.5702  2.4018  0.6815  0.296
H  -5.2421  1.0404  -1.5499  0.499
H  1.3677  2.3676  -4.0469  0.263
H  2.7358  2.3253  3.9569  0.547
H  1.5147  1.1773  3.4076  -0.139
H  1.5346  4.9974  2.5272  0.546
H  -5.6746  1.3411  -3.9067  0.371
H  -3.3552  -3.8657  -4.5367  0.490
H  5.1962  1.6837  -2.6371  0.467
H  -0.1884  -4.2834  -1.5659  1.048
H  -5.4597  -3.9077  -3.2346  0.480
H  4.1372  -0.9353  0.5823  -0.008
H  4.1348  4.1490  1.8945  0.464
H  0.2720  3.8508  2.9146  0.339
H  2.0702  -4.8027  -2.6627  0.284
H  -5.4375  -3.3262  -0.8337  0.523
H  -3.9341  0.3717  2.6631  0.222
H  3.5960  2.2599  -3.0872  0.273
H  -4.4563  2.6042  2.2124  0.402
H  -1.2405  -3.2083  -3.4557  0.612
H  -3.7378  1.3613  4.1183  0.669
H  -1.4044  4.0785  -0.3914  0.146
H  3.2076  0.9741  2.9308  0.200
H  3.5902  4.2775  0.2287  0.335
H  2.7188  -1.7469  -2.0480  -0.001
H  3.8788  -1.5580  2.8993  0.453
H  -0.6930  -3.0023  6.1498  0.414
H  1.0669  -6.9445  -1.2024  0.328
H  2.9116  -0.6550  -3.4485  0.398
H  2.1545  -1.0947  2.9707  -0.290
H  4.3721  2.8481  -1.6066  0.297
H  0.3988  3.8108  -4.3165  0.483
H  4.1626  -5.1083  0.0523  0.450
H  5.5431  -0.2152  -0.1925  0.528
H  2.9796  -5.9893  -1.7502  0.501
H  1.0323  -3.2818  5.7673  0.429
H  -4.1076  -1.1208  4.6187  0.378
H  2.5524  4.5439  -1.9288  0.338
H  -2.3986  0.3747  -4.7128  0.661
H  4.4939  2.8527  0.7650  0.285

Output
Total charge: +3
Energy relative to the best compared isomer or geometry (same formula, charge and spin) (eV): 0.0243
HOMO energy (eV): -16.169
Kohn-Sham gap (eV): 7.2

Record 2
Formula: C33H55InN15O
Source: the Open Molecules 2025 dataset
Level of theory: wB97M-V/def2-TZVPD

Each line ends with the Mulliken charge.
CARTESIAN COORDINATES (ANGSTROEM)
In  4.6994  3.7261  -0.8314  0.825
O  1.8185  3.6638  0.0334  -0.367
N  -3.9278  -1.8669  1.9325  -0.381
N  3.8311  -0.0089  -4.7093  -0.401
N  -6.3683  -8.8074  -5.0875  -0.366
N  6.1263  5.0439  -1.7241  -0.789
N  -2.6894  -5.6434  3.9232  -0.416
N  -7.8096  -1.4100  5.3035  -0.514
N  14.0116  7.1427  -6.1317  -0.399
N  -8.7648  -3.7955  2.6979  -0.370
N  -0.6889  -0.2807  -1.3701  -0.392
N  -10.0095  0.2139  0.5683  -0.448
N  12.8310  4.6073  -1.3064  -0.409
N  -1.7103  3.1426  1.6318  -0.443
N  -3.8260  -6.2185  -1.2854  -0.520
N  8.2494  4.3209  0.3064  -0.340
N  -4.3856  2.8069  6.0244  -0.461
C  -8.9620  -4.2883  3.7075  0.347
C  9.0811  3.7588  -0.2357  0.314
C  -1.8533  2.6587  2.6555  0.403
C  12.9912  5.0844  -2.3309  0.276
C  -2.0345  2.0066  3.9523  -0.444
C  -3.3342  -3.9429  0.4739  -0.681
C  -9.2188  -4.8968  5.0111  -0.807
C  -2.6194  0.2963  0.2816  -0.824
C  4.6116  1.6829  -1.8421  -0.846
C  -4.1089  -7.1215  -0.6465  0.528
C  -4.4714  -8.2705  0.1828  -0.869
C  2.9974  -0.6039  -4.2068  0.315
C  13.1966  5.6957  -3.6461  -0.732
C  -8.3466  -0.7401  -1.1871  -0.780
C  5.0621  -0.5928  -0.9084  -0.734
C  -6.0354  -7.8138  -4.6351  0.290
C  -3.6762  -2.7694  1.2793  0.307
C  -1.8703  -3.4325  5.0299  -0.719
C  -9.2787  -0.2053  -0.1945  0.426
C  -7.7384  -0.4923  2.8697  -0.643
C  1.0040  2.7922  -0.6811  -0.488
C  -1.5353  -0.0279  -0.6469  0.487
C  -2.3271  -4.6806  4.4181  0.365
C  -7.7850  -1.0045  4.2359  0.332
C  10.1373  3.0230  -0.9304  -0.585
C  1.9101  -1.3395  -3.5607  -0.721
C  -5.6080  -6.5434  -4.0463  -0.437
C  -5.7125  0.6062  6.4546  -0.656
C  13.0598  7.6036  -6.5608  0.378
C  2.5913  4.5085  -0.8671  -0.877
C  11.8352  8.1948  -7.1026  -0.802
C  -4.9763  1.8482  6.2124  0.392
C  4.6713  0.6691  -0.7330  -0.164
H  12.0880  9.0178  -7.7674  0.303
H  -3.3763  -4.8352  1.0930  0.150
H  -5.4362  -0.1359  5.7106  0.128
H  -4.9144  -6.7287  -3.2302  -0.012
H  9.6993  2.1949  -1.4867  0.285
H  4.4234  0.9879  0.2726  0.289
H  -8.7369  -0.4529  2.4430  0.259
H  -2.0084  0.9250  3.8198  0.150
H  -2.7219  -2.8908  5.4357  0.202
H  -4.2734  -9.1918  -0.3609  0.315
H  -6.7805  0.7911  6.3891  0.260
H  -1.1675  -3.6512  5.8310  0.343
H  2.1524  4.5153  -1.8670  0.311
H  5.4594  1.5350  -2.4982  0.374
H  13.2478  6.7757  -3.5434  0.267
H  -5.4773  0.2226  7.4452  0.322
H  5.6272  -1.0498  -0.1049  0.249
H  -10.2259  -4.6492  5.3392  0.261
H  0.6175  2.0658  0.0316  0.091
H  2.1846  -2.3881  -3.4605  0.297
H  0.1415  3.3007  -1.1337  0.333
H  6.6574  5.4401  -0.9629  0.219
H  -8.8908  -1.0228  -2.0856  0.320
H  -9.1202  -5.9780  4.9389  0.310
H  1.7198  -0.9214  -2.5731  0.228
H  -7.8433  -1.6163  -0.7825  0.250
H  -3.8842  -8.2598  1.0993  0.310
H  -1.2368  2.3022  4.6305  0.325
H  -7.6053  0.0153  -1.4397  0.265
H  -5.1156  -5.9331  -4.8005  0.273
H  -5.5287  -8.2221  0.4341  0.270
H  2.5480  5.5100  -0.4382  0.255
H  -7.1254  -1.1538  2.2595  0.163
H  -2.3635  -0.0518  1.2756  -0.032
H  11.2791  7.4429  -7.6582  0.268
H  10.6486  3.6846  -1.6182  -0.008
H  14.1210  5.3384  -4.0904  0.318
H  -8.5029  -4.5163  5.7367  0.264
H  -2.3277  -3.8313  0.0748  0.309
H  10.8563  2.6342  -0.2138  0.306
H  3.6854  1.6255  -2.4089  0.056
H  1.5352  2.2227  -1.4514  0.215
H  -2.9962  2.2852  4.3811  0.051
H  11.2162  8.5680  -6.2894  0.275
H  6.8051  4.4425  -2.1822  0.110
H  -2.7806  1.3713  0.3128  0.394
H  -3.5325  -0.1945  -0.0408  0.318
H  -1.3792  -2.8156  4.2802  0.229
H  -4.0320  -4.0424  -0.3486  0.296
H  -7.3042  0.5064  2.8607  0.384
H  -6.4730  -6.0059  -3.6629  0.249
H  4.8819  -1.1529  -1.8132  0.232
H  1.0053  -1.2604  -4.1595  0.316
H  5.1510  3.4931  0.8986  -0.369
H  12.3652  5.4381  -4.2984  0.295

Output
Total charge: -1
HOMO energy (eV): -3.284
Kohn-Sham gap (eV): 4.3